(P)
Formula: C2H4OS
Source: OMol25
Level of theory: ωB97M-V/def2-TZVPD

Properties
* HOMO (spin up / spin down): -7.6 / -7.6 eV
* LUMO level (spin up / spin down): 0.46 / 0.46 eV
* gap between HOMO and LUMO (spin up / spin down): 8.1 / 8.1 eV

Cartesian coordinates (Å):
C: 1.114 -0.274 0.937
C: -0.322 -0.121 -0.976
O: 1.198 -1.183 1.674
S: -1.298 1.249 -0.499
H: 1.642 0.686 0.921
H: 0.236 0.010 -1.878
H: -0.793 -1.080 -0.814
H: -1.777 0.714 0.635

Mulliken analysis output, partial charges in e: 0.087, -0.668, -0.337, -0.148, 0.303, 0.324, 0.310, 0.129


(Q)
Formula: C2H4OS
Source: OMol25
Level of theory: ωB97M-V/def2-TZVPD

Properties
* structure (SMILES): CSC=O
* HOMO: -9.6 eV
* LUMO level: 0.39 eV
* gap between HOMO and LUMO: 10.0 eV

Cartesian coordinates (Å):
C: -0.048 -0.938 0.807
C: 0.135 1.069 -0.943
H: -0.978 -0.702 0.143
H: 0.156 -2.080 1.115
H: 0.073 -0.116 1.640
H: -0.947 0.885 -0.930
O: 0.365 2.159 -1.571
S: 1.245 -0.278 -0.261

Mulliken analysis output, partial charges in e: -0.609, 0.119, 0.149, 0.298, 0.274, 0.236, -0.450, -0.017


(R)
Formula: C2H4OS
Source: OMol25
Level of theory: ωB97M-V/def2-TZVPD

Properties
* structure (SMILES): C=COS
* HOMO: -9.3 eV
* LUMO level: 0.33 eV
* gap between HOMO and LUMO: 9.6 eV

Cartesian coordinates (Å):
C: 1.093 0.195 -1.026
C: 0.024 -0.280 -0.393
O: -0.789 0.693 0.179
S: -1.949 0.246 1.402
H: 1.709 -0.663 -1.579
H: 1.332 1.226 -0.814
H: -0.189 -1.376 -0.274
H: -1.231 -0.041 2.506

Mulliken analysis output, partial charges in e: -0.598, 0.115, -0.353, -0.080, 0.199, 0.271, 0.291, 0.155


Verdict on stability: (P) comes out at the bottom.


(P)
Formula: C13H52O13
Source: OMol25
Level of theory: ωB97M-V/def2-TZVPD

Properties
* HOMO: -9.4 eV
* LUMO level: 0.31 eV
* gap between HOMO and LUMO: 9.7 eV

Cartesian coordinates (Å):
C: -2.447 -3.955 -3.768
O: -2.447 -3.154 -2.644
H: -3.468 -4.014 -4.143
H: -1.830 -3.582 -4.596
H: -2.111 -4.977 -3.561
H: -1.531 -3.076 -2.276
C: 1.159 3.113 3.662
O: 0.791 1.984 2.901
H: 1.835 2.828 4.471
H: 1.536 3.917 3.032
H: 0.248 3.467 4.145
H: 1.402 1.814 2.173
C: 4.212 1.588 2.288
O: 3.297 0.521 1.939
H: 5.243 1.341 2.033
H: 3.940 2.475 1.693
H: 4.065 1.865 3.327
H: 3.299 0.469 0.958
C: -0.154 0.239 0.303
O: -0.534 -0.446 -0.829
H: 0.090 1.293 0.120
H: -0.835 0.183 1.158
H: 0.773 -0.159 0.731
H: -1.510 -0.415 -0.899
C: 2.562 3.180 -2.927
O: 1.646 2.724 -1.950
H: 3.540 2.963 -2.495
H: 2.473 2.671 -3.891
H: 2.482 4.255 -3.102
H: 0.724 2.987 -2.155
C: -4.816 -0.394 -1.035
O: -3.400 -0.561 -1.020
H: -5.064 0.411 -0.342
H: -5.194 -0.092 -2.014
H: -5.278 -1.310 -0.667
H: -3.265 -1.305 -1.654
C: -3.348 -0.742 2.190
O: -4.273 -1.731 2.703
H: -2.650 -1.263 1.529
H: -3.838 0.022 1.594
H: -2.794 -0.294 3.018
H: -3.914 -2.594 2.505
C: 0.809 -3.698 -0.686
O: 0.135 -3.064 -1.766
H: 0.532 -4.749 -0.684
H: 1.899 -3.612 -0.757
H: 0.518 -3.257 0.276
H: 0.123 -2.093 -1.573
C: 2.816 -2.685 2.665
O: 1.817 -1.743 2.842
H: 3.420 -2.516 1.761
H: 3.480 -2.744 3.535
H: 2.381 -3.677 2.526
H: 2.198 -0.855 2.918
C: -1.220 0.351 -3.935
O: -1.683 -0.286 -5.163
H: -1.924 0.173 -3.121
H: -0.193 0.063 -3.705
H: -1.215 1.430 -4.129
H: -1.218 -1.112 -5.298
C: -1.566 3.803 -1.352
O: -0.839 3.825 -2.577
H: -2.487 4.368 -1.423
H: -1.733 2.766 -1.043
H: -0.934 4.172 -0.532
H: -1.200 4.438 -3.214
C: -0.393 -0.241 5.232
O: -1.195 0.695 4.543
H: -0.915 -0.413 6.172
H: -0.342 -1.202 4.704
H: 0.639 0.095 5.354
H: -0.646 1.122 3.867
C: 3.189 -0.588 -1.339
O: 2.921 0.666 -0.759
H: 2.338 -1.270 -1.211
H: 3.452 -0.544 -2.400
H: 4.038 -1.068 -0.844
H: 2.382 1.207 -1.386

Mulliken analysis output, partial charges in e: -0.664, -0.444, 0.281, 0.208, 0.255, 0.343, -0.835, -0.312, 0.275, 0.343, 0.290, 0.159, -0.804, -0.286, 0.276, 0.270, 0.268, 0.361, -0.481, 0.263, 0.144, 0.332, -0.001, 0.167, -0.781, -0.404, 0.261, 0.301, 0.290, 0.242, -0.895, -0.494, 0.284, 0.359, 0.318, 0.226, -0.144, -0.571, 0.041, 0.081, 0.261, 0.335, -0.682, -0.646, 0.408, 0.242, 0.226, 0.378, -0.666, -0.352, 0.173, 0.291, 0.275, 0.311, 0.001, -0.609, -0.029, 0.200, 0.155, 0.301, -0.474, -0.549, 0.416, 0.021, 0.232, 0.287, -0.495, -0.524, 0.315, 0.151, 0.218, 0.365, -0.528, -0.546, -0.011, 0.385, 0.352, 0.291


(Q)
Formula: C13H52O13
Source: OMol25
Level of theory: ωB97M-V/def2-TZVPD

Properties
* HOMO: -9.8 eV
* LUMO level: 0.48 eV
* gap between HOMO and LUMO: 10.3 eV

Cartesian coordinates (Å):
C: -1.566 -4.976 1.083
O: -1.847 -3.664 0.803
H: -2.398 -5.653 1.158
H: -1.045 -5.322 0.244
H: -0.922 -5.138 1.986
H: -2.091 -3.662 -0.102
C: -2.878 3.190 1.391
O: -1.502 3.185 1.004
H: -3.586 2.783 0.635
H: -3.092 2.656 2.358
H: -3.156 4.272 1.567
H: -1.291 2.447 0.427
C: 2.889 0.863 -1.945
O: 1.637 0.149 -1.766
H: 3.116 1.510 -1.121
H: 3.680 0.137 -2.170
H: 2.743 1.546 -2.795
H: 1.715 -0.409 -0.991
C: 0.687 -3.991 -2.087
O: -0.435 -3.496 -2.878
H: 0.770 -5.030 -2.326
H: 1.635 -3.573 -2.431
H: 0.507 -3.911 -0.990
H: -0.242 -2.677 -3.332
C: 0.770 4.647 -1.959
O: -0.638 4.240 -2.134
H: 1.361 3.863 -1.455
H: 1.166 4.763 -2.981
H: 0.834 5.593 -1.446
H: -0.928 3.818 -1.325
C: 5.118 0.159 1.237
O: 5.019 1.263 0.401
H: 6.129 0.038 1.739
H: 4.379 0.184 2.056
H: 4.771 -0.710 0.710
H: 4.317 1.801 0.767
C: -3.543 -0.915 2.348
O: -2.780 0.050 3.060
H: -4.225 -1.552 2.972
H: -4.270 -0.373 1.633
H: -2.882 -1.588 1.743
H: -3.350 0.570 3.599
C: -0.412 -0.211 -4.251
O: 0.660 -1.133 -3.870
H: -0.784 -0.430 -5.262
H: -1.196 -0.288 -3.495
H: -0.132 0.850 -4.403
H: 1.275 -0.568 -3.292
C: 2.279 2.427 2.707
O: 2.384 2.407 1.321
H: 2.546 3.385 3.160
H: 1.329 2.118 3.134
H: 3.043 1.730 3.049
H: 1.498 2.092 1.019
C: 0.128 -0.759 4.850
O: 0.280 -0.782 3.457
H: 1.066 -1.262 5.166
H: 0.190 0.231 5.333
H: -0.821 -1.226 5.171
H: -0.587 -0.368 3.157
C: 1.983 -2.972 0.833
O: 1.801 -1.596 0.344
H: 2.728 -2.936 1.602
H: 1.058 -3.351 1.319
H: 2.283 -3.651 0.042
H: 1.616 -1.175 1.204
C: -3.483 2.092 -2.978
O: -3.672 0.668 -2.884
H: -4.342 2.647 -3.390
H: -3.241 2.519 -2.008
H: -2.588 2.257 -3.605
H: -4.229 0.468 -3.635
C: -1.409 -0.366 -0.299
O: -0.864 1.030 -0.274
H: -0.999 -0.979 -1.112
H: -1.204 -0.884 0.664
H: -2.480 -0.257 -0.425
H: -0.281 1.187 -1.036

Mulliken analysis output, partial charges in e: -0.775, -0.386, 0.313, 0.277, 0.252, 0.256, -0.486, -0.551, 0.207, 0.074, 0.330, 0.364, -0.515, -0.028, 0.046, 0.263, 0.303, 0.317, -0.231, -0.605, 0.448, 0.281, -0.291, 0.385, -0.318, -0.519, -0.020, 0.249, 0.281, 0.270, -0.382, -0.497, 0.278, 0.062, 0.159, 0.354, -0.160, -0.422, 0.316, 0.223, -0.070, 0.234, -0.642, -0.686, 0.386, 0.191, 0.284, 0.410, -0.594, -0.392, 0.297, 0.239, 0.171, 0.220, -0.685, -0.297, 0.255, 0.277, 0.230, 0.133, -0.891, -0.303, 0.366, 0.169, 0.363, 0.020, -0.347, -0.472, 0.409, -0.049, 0.204, 0.273, 0.041, 0.041, -0.162, -0.194, 0.389, 0.060


(R)
Formula: C13H52O13
Source: OMol25
Level of theory: ωB97M-V/def2-TZVPD

Properties
* HOMO: -9.8 eV
* LUMO level: 0.14 eV
* gap between HOMO and LUMO: 9.9 eV

Cartesian coordinates (Å):
C: 13.908 9.375 11.380
O: 14.320 10.228 12.428
H: 14.778 8.907 10.953
H: 13.204 8.603 11.692
H: 13.455 10.002 10.579
H: 14.301 9.772 13.292
C: 6.156 9.719 10.725
O: 6.239 8.834 9.582
H: 6.751 10.605 10.517
H: 5.090 9.826 10.884
H: 6.654 9.188 11.515
H: 5.949 9.290 8.763
C: 10.872 6.686 6.720
O: 9.796 7.347 5.991
H: 11.173 5.801 6.183
H: 11.675 7.374 6.964
H: 10.511 6.404 7.723
H: 9.000 6.845 6.154
C: 8.267 6.419 9.139
O: 7.231 6.284 10.094
H: 9.231 6.561 9.665
H: 8.255 5.529 8.491
H: 8.209 7.356 8.525
H: 6.598 7.025 10.018
C: 12.359 5.696 9.755
O: 12.290 7.089 9.770
H: 12.829 5.394 8.822
H: 12.923 5.254 10.573
H: 11.348 5.263 9.800
H: 11.853 7.285 10.584
C: 13.526 10.003 7.726
O: 13.896 8.669 7.863
H: 14.184 10.572 7.068
H: 12.544 10.037 7.278
H: 13.617 10.565 8.685
H: 13.241 8.223 8.425
C: 7.959 8.741 14.059
O: 9.126 8.888 13.274
H: 8.239 8.772 15.111
H: 7.203 9.485 13.862
H: 7.483 7.796 13.779
H: 9.461 9.776 13.494
C: 11.888 13.332 7.546
O: 12.691 13.008 8.633
H: 12.120 14.310 7.089
H: 12.015 12.587 6.724
H: 10.825 13.283 7.737
H: 12.589 13.644 9.332
C: 10.358 10.347 5.447
O: 11.093 11.446 4.855
H: 10.875 9.862 6.288
H: 9.516 10.820 5.921
H: 10.019 9.620 4.684
H: 12.065 11.331 5.006
C: 11.553 6.692 13.239
O: 11.097 7.497 12.171
H: 12.137 7.253 13.966
H: 10.667 6.167 13.634
H: 12.246 5.986 12.781
H: 10.447 8.073 12.558
C: 7.944 13.258 9.948
O: 8.059 12.113 9.121
H: 8.274 13.101 10.992
H: 8.437 14.146 9.528
H: 6.858 13.533 10.017
H: 9.003 11.888 9.044
C: 10.534 11.992 12.461
O: 9.996 11.398 13.692
H: 11.426 11.481 12.133
H: 9.737 11.916 11.731
H: 10.858 13.019 12.579
H: 10.703 11.510 14.350
C: 10.401 9.792 9.785
O: 10.584 11.129 9.292
H: 9.373 9.504 9.631
H: 10.908 9.012 9.222
H: 10.603 9.699 10.891
H: 11.524 11.292 9.248

Mulliken analysis output, partial charges in e: 0.192, -0.595, 0.377, -0.129, -0.178, 0.341, 0.054, -0.529, -0.038, 0.368, -0.102, 0.251, -0.071, -0.480, 0.382, 0.064, -0.078, 0.292, -0.133, -0.614, -0.141, 0.321, 0.178, 0.377, -1.037, -0.003, 0.363, 0.315, 0.285, 0.058, 0.514, -0.574, 0.431, -0.622, 0.091, 0.224, -0.905, -0.543, 0.321, 0.282, 0.325, 0.420, -0.215, -0.524, 0.417, -0.057, 0.025, 0.266, 0.014, -0.569, -0.308, 0.178, 0.273, 0.319, -0.825, -0.257, 0.232, 0.276, 0.301, 0.315, -0.645, -0.536, 0.225, 0.307, 0.282, 0.266, -0.028, -0.621, 0.063, -0.234, 0.413, 0.273, 0.429, 0.347, -0.046, -0.026, -0.224, -0.156


Verdict on stability: (Q) comes out at the bottom.


(P)
Formula: CH5N2S
Source: OMol25
Level of theory: ωB97M-V/def2-TZVPD

Properties
* HOMO: -2.9 eV
* total charge: -1
* LUMO level: 4.10 eV
* gap between HOMO and LUMO: 7.0 eV

Cartesian coordinates (Å):
S: 2.526 -1.744 0.192
H: 2.510 -2.884 0.899
N: -0.368 -0.331 0.126
C: -0.837 0.784 -0.483
N: -1.752 1.570 -0.030
H: -0.792 -0.473 1.034
H: 0.665 -0.419 0.161
H: -0.326 1.025 -1.418
H: -1.626 2.472 -0.481

Mulliken analysis output, partial charges in e: -0.836, -0.044, -0.341, 0.098, -0.752, 0.270, 0.078, 0.317, 0.210


(Q)
Formula: CH5N2S
Source: OMol25
Level of theory: ωB97M-V/def2-TZVPD

Properties
* HOMO: -2.7 eV
* total charge: -1
* LUMO level: 4.39 eV
* gap between HOMO and LUMO: 7.1 eV

Cartesian coordinates (Å):
S: 1.142 -1.588 -1.841
H: -0.103 -1.431 -2.437
N: 0.708 0.471 1.050
C: -0.396 1.005 0.382
N: -1.517 0.265 0.209
H: 1.222 0.175 0.213
H: 0.488 -0.338 1.658
H: -0.065 1.812 -0.223
H: -1.479 -0.373 0.989

Mulliken analysis output, partial charges in e: -0.892, -0.017, -0.658, 0.102, -0.559, 0.204, 0.269, 0.350, 0.202


Verdict on stability: (Q) comes out at the bottom.


(P)
Formula: C2H10N2O2
Source: OMol25
Level of theory: ωB97M-V/def2-TZVPD

Properties
* structure (SMILES): N/C=C/N.O.O
* HOMO: -7.9 eV
* LUMO level: 0.75 eV
* gap between HOMO and LUMO: 8.6 eV

Cartesian coordinates (Å):
C: 0.303 -1.398 -0.397
C: -0.840 -1.249 0.285
N: -0.890 -0.983 1.676
N: 0.461 -1.152 -1.804
H: 1.246 -1.566 0.114
H: -1.844 -1.241 -0.126
H: 0.034 -0.984 2.092
H: -1.182 -0.026 1.844
H: 1.295 -1.651 -2.095
H: -0.320 -1.477 -2.361
H: 0.888 2.948 1.515
H: 0.480 1.851 0.624
O: 0.392 2.132 1.556
H: 0.603 0.811 -1.470
H: -0.556 1.833 -1.498
O: 0.361 1.726 -1.225

Mulliken analysis output, partial charges in e: -0.184, -0.259, -0.663, -0.553, 0.281, 0.344, 0.282, 0.288, 0.222, 0.210, 0.298, 0.381, -0.651, 0.424, 0.312, -0.732


(Q)
Formula: C2H10N2O2
Source: OMol25
Level of theory: ωB97M-V/def2-TZVPD

Properties
* structure (SMILES): [H]/N=C/NC.O.O
* HOMO: -9.2 eV
* LUMO level: 0.47 eV
* gap between HOMO and LUMO: 9.7 eV

Cartesian coordinates (Å):
C: 0.600 2.000 -0.451
N: -0.061 1.367 0.698
C: 0.631 0.359 1.335
N: 0.607 0.137 2.586
H: 1.676 1.760 -0.454
H: 0.335 3.129 -0.375
H: 0.271 1.297 -1.328
H: -0.298 2.157 1.399
H: 1.196 -0.354 0.611
H: 1.215 -0.681 2.815
H: 1.845 -2.805 -1.440
H: 2.575 -3.929 -1.746
O: 1.769 -3.529 -2.030
H: -4.566 -0.861 -0.797
H: -3.698 0.291 -0.715
O: -4.098 -0.338 -0.108

Mulliken analysis output, partial charges in e: -0.749, -0.271, 0.306, -0.671, 0.260, 0.293, 0.252, 0.281, 0.052, 0.254, 0.294, 0.315, -0.612, 0.320, 0.307, -0.630


Verdict on stability: (Q) comes out at the bottom.